A molecular structure, C32H48BF7IrN6O5P2S3 in a non-equilibrium geometry. Source: the Open Molecules 2025 dataset; level of theory: wB97M-V/def2-TZVPD.

```
105
Properties=species:S:1:pos:R:3:forces:R:3
Ir 0.4316 -0.5470 -1.0382 -0.524 1.160 0.126
F 1.2229 -4.9166 -5.9820 -0.361 0.003 0.094
C 1.5707 -4.0581 -5.0044 0.635 -0.481 -0.716
F 2.3286 -4.7499 -4.1512 -0.156 0.163 0.319
F 2.3692 -3.1536 -5.5965 -0.211 0.300 0.221
C 0.3586 -3.4469 -4.3504 0.108 0.032 0.163
C -0.9087 -3.9244 -4.6374 -0.036 0.124 0.085
C -2.0076 -3.3636 -3.9979 0.349 -0.112 -0.185
C -1.7978 -2.3482 -3.0795 -0.039 0.327 0.115
N -0.5915 -1.8863 -2.8080 0.216 -0.154 0.242
C 0.4875 -2.4121 -3.4045 -0.296 -0.203 -0.482
S 1.9480 -1.6541 -2.9404 -0.182 -0.016 0.397
H -1.0413 -4.7191 -5.3560 0.056 -0.035 -0.020
H -3.0031 -3.7148 -4.2120 -0.122 -0.015 0.036
H -2.6197 -1.8782 -2.5582 -0.008 0.030 0.123
F 2.8159 -3.0589 1.9670 0.033 0.101 0.668
B 2.6196 -3.2634 0.6141 0.064 0.063 0.436
F 1.6476 -2.2638 0.1798 -0.568 0.512 -0.342
F 2.1127 -4.4962 0.3758 -0.408 -0.802 -0.361
F 3.7748 -3.0078 -0.0751 0.806 0.200 -0.736
C -3.5672 0.5219 -4.5594 0.176 0.274 -0.137
C -2.3963 1.2783 -5.1770 -0.220 -0.572 -0.334
C -1.1786 0.3875 -5.3548 -0.023 0.212 -0.138
O -2.1174 2.4332 -4.3860 0.038 0.324 0.569
P -1.0312 2.5895 -3.2182 1.300 0.177 -0.354
S 0.8251 2.7606 -3.9024 -0.622 -0.326 0.187
S -1.3996 1.1883 -1.7341 0.721 -0.236 -0.113
O -1.3779 4.0310 -2.6767 0.038 -0.132 0.127
C -2.6283 4.6092 -2.2654 -0.486 0.217 0.089
C -3.4250 3.6824 -1.3659 0.267 0.172 -0.008
C -3.4323 5.0504 -3.4814 0.249 -0.045 0.117
H -3.8214 -0.3363 -5.1754 -0.056 -0.123 -0.107
H -4.4371 1.1705 -4.4876 -0.095 0.021 0.056
H -3.2935 0.1827 -3.5642 -0.031 -0.035 0.127
H -2.7035 1.6928 -6.1471 0.109 -0.117 0.181
H -0.8561 0.0127 -4.3846 0.074 -0.025 -0.029
H -0.3579 0.9433 -5.8024 0.036 -0.051 0.009
H -1.4292 -0.4537 -5.9966 -0.090 -0.125 -0.081
H -2.3075 5.4954 -1.7004 -0.097 -0.217 -0.117
H -3.7417 2.8035 -1.9231 -0.139 -0.078 -0.010
H -4.3023 4.2061 -0.9971 -0.137 0.056 0.028
H -2.8236 3.3515 -0.5229 -0.044 -0.032 0.106
H -3.8828 4.1931 -3.9755 -0.044 -0.027 -0.029
H -2.7803 5.5533 -4.1914 0.002 0.093 -0.064
H -4.2158 5.7367 -3.1695 -0.091 0.059 0.023
O 1.0085 0.6209 1.0157 -0.478 -0.420 -1.048
P 1.7182 0.7439 2.3155 1.157 0.501 2.171
N 1.2526 2.0895 3.2248 0.264 -0.896 -0.684
C 1.3771 3.4569 2.7213 0.423 0.433 -0.116
C 0.0965 4.1805 3.1451 0.096 -0.047 0.055
C -0.3608 3.3509 4.3400 -0.011 -0.078 -0.155
C -0.0685 1.9446 3.8415 -0.391 -0.149 0.381
N 1.4772 -0.5125 3.3521 0.137 0.687 -1.059
C 0.4374 -1.5156 3.2117 -0.597 -0.374 -0.496
C 0.4977 -2.3138 4.5137 0.094 0.064 -0.009
C 1.9563 -2.1435 4.9374 -0.059 0.023 0.033
C 2.2212 -0.6851 4.5814 0.325 0.023 0.410
N 3.3916 0.8664 2.2085 -1.102 -0.034 -0.098
C 4.0171 -0.2598 1.5070 0.199 -0.635 -0.041
C 5.2700 0.3095 0.8437 -0.015 0.066 0.171
C 5.5423 1.5777 1.6486 -0.170 0.010 -0.127
C 4.1322 2.0841 1.9302 0.078 0.445 0.183
H 1.5277 3.4795 1.6397 -0.023 0.098 -0.039
H 2.2451 3.9179 3.2048 -0.053 0.104 -0.188
H -0.6493 4.1289 2.3527 -0.045 0.024 -0.048
H 0.2867 5.2239 3.3887 -0.036 0.053 -0.058
H -1.4068 3.4953 4.5955 -0.075 0.019 0.036
H 0.2589 3.5758 5.2100 -0.034 -0.023 0.066
H -0.8255 1.6374 3.1084 -0.028 0.004 0.079
H -0.0263 1.2011 4.6365 -0.059 -0.008 0.053
H 0.6480 -2.1540 2.3517 -0.036 -0.012 0.073
H -0.5332 -1.0431 3.0504 -0.018 -0.044 0.177
H 0.2246 -3.3558 4.3587 -0.078 0.005 0.016
H -0.1660 -1.8783 5.2670 -0.013 -0.037 -0.045
H 2.5830 -2.7882 4.3236 0.071 -0.011 0.037
H 2.1259 -2.3559 5.9922 0.032 0.002 0.000
H 3.2743 -0.4546 4.4243 0.023 -0.011 0.057
H 1.8374 -0.0190 5.3679 0.071 0.007 0.009
H 3.3359 -0.7028 0.7812 0.079 -0.103 0.008
H 4.2685 -1.0368 2.2332 -0.044 -0.050 -0.151
H 5.0725 0.5675 -0.1981 0.033 0.019 -0.073
H 6.0961 -0.3958 0.8692 0.009 -0.055 -0.087
H 6.1422 2.3037 1.1058 0.074 0.081 0.038
H 6.0376 1.3330 2.5883 0.036 0.012 0.035
H 3.7410 2.6202 1.0532 0.073 0.078 -0.007
H 4.0890 2.7520 2.7896 0.020 0.081 -0.055
O -1.0024 -3.4207 -0.6332 0.171 -0.399 -0.014
C -1.4537 -2.6474 0.1818 -0.232 -0.117 0.178
N -1.2696 -1.2887 0.1651 1.271 0.274 -1.130
C -2.0070 -0.6655 1.1270 -0.458 0.630 0.471
O -2.0629 0.5281 1.3434 -0.051 -0.218 0.023
C -2.7485 -1.7381 1.8714 0.002 -0.580 -0.079
C -3.6432 -1.6842 2.9182 0.077 0.104 -0.089
C -4.1288 -2.8914 3.4120 -0.005 0.027 0.074
C -3.7210 -4.1056 2.8764 -0.017 -0.099 -0.034
C -2.8336 -4.1576 1.8063 0.066 0.081 -0.079
C -2.3652 -2.9581 1.3186 -0.274 0.297 0.279
H -3.9557 -0.7387 3.3344 -0.011 0.103 0.052
H -4.8315 -2.8867 4.2334 -0.029 0.002 0.045
H -4.1057 -5.0253 3.2923 -0.038 -0.056 0.045
H -2.5096 -5.0908 1.3708 0.000 -0.101 -0.013
N 2.1705 1.0072 -1.5196 -0.327 -0.603 0.275
H 2.2094 1.6566 -0.7425 -0.036 -0.036 0.121
H 2.0155 1.5282 -2.3832 -0.341 0.122 -0.133
H 3.0522 0.5115 -1.5913 0.110 0.056 0.220
```
Forces are in eV/Å.

Summary:
Spin multiplicity   6
Orbital gap (spin up / spin down)   7.62 / 4.56 eV
Total charge   0
Strongest force on any atom   0.04882 hartree/bohr



A molecular structure, C34H31BN12O2Os in a non-equilibrium geometry. Source: the Open Molecules 2025 dataset; level of theory: wB97M-V/def2-TZVPD.

```
81
Properties=species:S:1:pos:R:3:forces:R:3
Os -1.1037 -0.7427 0.8562 -2.881 -3.399 -0.741
C -4.6531 1.8846 -0.2386 0.306 -0.093 0.043
C -3.3012 1.7269 0.0594 -0.309 0.232 -0.088
N -2.9748 0.4412 0.0028 2.252 -0.535 0.844
N -4.0872 -0.2521 -0.3037 -0.187 -0.002 -0.179
C -5.1166 0.6016 -0.4514 0.345 0.250 0.110
B -4.0736 -1.7899 -0.2208 -0.273 -0.450 0.159
N -2.8549 -2.2814 -1.0509 -0.106 -0.176 -0.255
C -2.8968 -2.9287 -2.2214 0.328 0.128 0.206
C -1.6106 -3.0185 -2.7221 0.234 0.186 0.262
C -0.8210 -2.3911 -1.7752 -0.114 -0.356 -0.427
N -1.5747 -1.9526 -0.7556 0.177 0.409 0.528
N -3.8300 -2.1160 1.2630 -0.163 -0.320 -0.044
C -4.6724 -2.6258 2.1727 0.090 -0.035 0.571
C -4.1514 -2.3919 3.4329 0.190 0.083 -0.255
C -2.9630 -1.7093 3.2056 -0.200 -0.035 0.110
N -2.7754 -1.5597 1.8926 0.691 0.736 -0.634
N -5.3405 -2.4015 -0.7523 0.032 0.054 -0.295
C -5.9664 -2.1137 -1.9179 -1.025 -0.191 -0.525
C -7.0699 -2.9398 -2.0245 0.444 0.389 -0.098
C -7.0389 -3.7342 -0.8597 0.567 0.572 -0.991
N -5.9808 -3.4220 -0.1607 0.327 -0.655 1.852
H -5.2011 2.8027 -0.2983 -0.135 0.117 0.010
H -2.5773 2.4774 0.3103 0.178 0.083 0.015
H -6.1048 0.2657 -0.6933 -0.148 -0.200 -0.050
H -3.8131 -3.2870 -2.6462 -0.250 -0.048 0.060
H -1.3013 -3.4622 -3.6430 0.087 -0.161 -0.221
H 0.2396 -2.2495 -1.8076 0.084 0.045 0.083
H -5.5633 -3.1402 1.8586 0.012 0.083 -0.041
H -4.5800 -2.6740 4.3716 -0.060 -0.042 0.199
H -2.2697 -1.3018 3.9164 0.214 0.070 0.101
H -5.5964 -1.3586 -2.5814 0.021 0.227 -0.211
H -7.7754 -2.9927 -2.8260 -0.173 0.120 -0.216
H -7.6988 -4.5231 -0.5605 -0.102 -0.152 0.150
C 4.3387 5.0915 -5.8437 -0.837 0.205 -1.066
O 5.3127 4.8086 -4.8553 0.356 -0.380 1.741
C 5.0161 4.5856 -3.6026 0.509 0.173 -0.549
C 6.1213 4.3974 -2.7262 0.347 -0.085 0.434
C 5.9323 4.2295 -1.3898 0.613 0.027 -0.547
C 4.6163 4.1512 -0.8567 -0.609 0.662 0.607
C 3.5055 4.3190 -1.7323 -0.234 0.410 -0.743
C 3.7039 4.5454 -3.0627 -0.894 -0.149 0.349
N 4.4608 4.0078 0.4481 1.137 -1.606 -0.032
N 3.6149 3.7855 1.2816 -1.922 0.392 -0.716
C 2.6029 2.9416 1.4977 1.794 0.414 -0.403
C 1.7127 3.2700 2.5350 -1.610 -0.235 1.107
C 0.6044 2.5065 2.8204 0.828 1.219 0.364
C 0.3128 1.3548 2.0643 -1.006 -1.154 0.226
O -0.7147 0.6060 2.2697 1.278 1.888 0.397
C 1.2556 0.9497 1.0543 1.005 0.074 -0.746
N 0.9725 -0.2240 0.4220 -0.669 1.135 -0.048
C 1.9123 -0.7455 -0.3523 0.209 -0.399 -0.152
C 3.1393 -0.1294 -0.5905 -0.042 0.205 0.238
C 3.4000 1.1036 -0.0327 -0.201 -0.074 0.148
C 2.4400 1.6841 0.8087 -0.334 -1.193 -0.248
H 4.9074 5.3714 -6.7311 -0.130 -0.004 0.186
H 3.6817 5.9120 -5.5493 0.186 0.010 0.074
H 3.7366 4.2091 -6.0773 0.160 -0.015 0.151
H 7.1140 4.4272 -3.1512 0.057 0.033 -0.012
H 6.7696 4.1345 -0.7149 0.107 0.007 0.036
H 2.5082 4.3047 -1.3165 -0.124 0.035 -0.066
H 2.8485 4.7007 -3.7027 -0.024 -0.023 -0.079
H 1.9201 4.1676 3.0972 -0.048 0.088 0.120
H -0.0614 2.7869 3.6209 -0.103 0.043 0.063
H 1.7281 -1.7106 -0.7983 -0.154 0.056 0.038
H 3.8710 -0.6285 -1.2078 0.009 -0.039 -0.025
H 4.3514 1.5888 -0.1903 0.038 -0.056 -0.078
N -0.0991 -2.9624 2.1429 -1.076 1.563 -1.059
C 1.2360 -2.9297 2.5404 1.789 0.029 0.557
C 2.2562 -3.3769 1.6860 -0.831 0.235 0.266
C 3.5709 -3.3375 2.0986 0.346 0.236 0.481
C 3.8961 -2.8352 3.3584 -0.207 -0.004 -0.151
C 2.8879 -2.3768 4.2058 0.476 -0.145 -0.232
C 1.5702 -2.4229 3.8055 -0.417 -0.226 -0.701
H -0.3084 -3.6775 1.4532 -0.133 -0.006 0.173
H -0.7413 -2.9928 2.9303 -0.064 -0.179 -0.252
H 1.9994 -3.7846 0.7194 -0.054 -0.157 -0.161
H 4.3515 -3.7101 1.4513 0.033 -0.052 -0.034
H 4.9255 -2.8220 3.6814 0.063 0.001 0.047
H 3.1366 -2.0082 5.1879 0.030 0.033 0.125
H 0.7814 -2.1065 4.4723 -0.099 0.074 0.140
```
Forces are in eV/Å.

Summary:
Spin multiplicity   2
Orbital gap (spin up / spin down)   4.16 / 3.81 eV
Total charge   +3
Strongest force on any atom   0.08784 hartree/bohr



A molecular structure, CrH12O6 in a non-equilibrium geometry. Source: the Open Molecules 2025 dataset; level of theory: wB97M-V/def2-TZVPD.

```
19
Properties=species:S:1:pos:R:3:forces:R:3
Cr 11.1923 14.9099 -23.6489 0.443 -0.944 0.329
O 12.2803 15.8067 -22.2370 0.426 1.296 0.844
H 13.2483 15.7270 -22.0984 -0.788 0.409 0.136
H 11.9681 16.7157 -21.9910 0.855 -0.988 -0.045
O 12.9148 14.7380 -24.6626 0.859 -0.772 -0.947
H 13.8384 14.6708 -24.3703 -0.145 0.111 -0.191
H 12.8261 14.1275 -25.4138 0.441 0.268 -0.047
O 9.9643 13.9209 -25.0263 0.092 0.894 0.306
H 9.0898 13.7009 -24.7091 -0.490 -0.396 -0.018
H 10.2074 13.2784 -25.6810 0.077 -0.662 -0.689
O 9.5941 15.0967 -22.3948 -1.748 -0.129 1.655
H 8.6811 15.3589 -22.6283 0.460 -0.051 0.260
H 9.5473 14.8372 -21.4396 0.109 0.278 -0.973
O 10.5400 16.6663 -24.4655 -0.893 0.304 -1.255
H 9.7424 16.3927 -24.9284 -0.042 -0.348 -1.011
H 10.1669 17.4293 -24.0725 0.046 2.022 1.041
O 11.4448 12.9754 -22.7614 -0.968 -0.508 0.670
H 10.8921 12.5007 -22.1220 0.056 -0.013 -0.130
H 12.2762 12.5354 -22.7353 1.209 -0.770 0.066
```
Forces are in eV/Å.

Summary:
Spin multiplicity   5
Orbital gap (spin up / spin down)   8.02 / 13.20 eV
Total charge   +2
Strongest force on any atom   0.04687 hartree/bohr